No. 1
{
  "formula": "CH4N2O",
  "method": "ωB97M-V with the def2-TZVPD basis set",
  "total_charge": 0,
  "smiles": "OC1NN1",
  "e_lumo_ev": 1.163,
  "e_above_lowest_kcal_mol": 88.7,
  "orbital_gap_ev": 10.64,
  "e_homo_ev": -9.5,
  "symbols": ["O", "C", "N", "N", "H", "H", "H", "H"],
  "coordinates": [[1.228, 0.475, 0.743], [0.470, -0.421, 0.034], [-0.305, 0.082, -1.002], [-1.094, -0.069, 0.296], [0.706, 1.222, 1.046], [1.014, -1.447, 0.023], [-0.206, 1.061, -1.330], [-1.813, -0.903, 0.189]]
}



No. 2
{
  "formula": "C6H12N2",
  "method": "ωB97M-V with the def2-TZVPD basis set",
  "total_charge": 0,
  "smiles": "C=C(C)N(C)C(=C)N",
  "e_lumo_ev": 0.993,
  "e_above_lowest_kcal_mol": 38.4,
  "orbital_gap_ev": 8.68,
  "e_homo_ev": -7.7,
  "symbols": ["C", "C", "C", "N", "C", "C", "C", "N", "H", "H", "H", "H", "H", "H", "H", "H", "H", "H", "H", "H"],
  "coordinates": [[-1.079, 1.213, 0.954], [-0.256, 1.057, -0.120], [0.201, 2.174, -1.006], [0.290, -0.183, -0.297], [0.727, -0.659, -1.590], [-0.028, -1.107, 0.764], [-0.587, -2.303, 0.500], [0.723, -0.880, 1.923], [-1.777, 0.489, 1.340], [-1.306, 2.209, 1.302], [1.278, 2.152, -1.164], [-0.286, 2.105, -1.979], [-0.061, 3.127, -0.552], [1.162, -1.646, -1.446], [-0.100, -0.749, -2.302], [1.463, 0.029, -2.010], [-1.038, -2.521, -0.451], [-0.592, -3.084, 1.241], [0.770, 0.085, 2.213], [0.496, -1.509, 2.680]]
}



No. 3
{
  "formula": "C24H39AsEuF6GeN2O5",
  "method": "ωB97M-V with the def2-TZVPD basis set",
  "multiplicity": 8,
  "s_squared": 15.77,
  "total_charge": 2,
  "e_lumo_ev": [-7.251, -9.942],
  "orbital_gap_ev": [7.06, 4.37],
  "e_homo_ev": [-14.3, -14.3],
  "symbols": ["Eu", "C", "C", "C", "C", "O", "Ge", "O", "C", "C", "C", "C", "O", "C", "C", "C", "C", "H", "H", "H", "H", "H", "H", "H", "H", "H", "H", "H", "H", "H", "H", "H", "H", "H", "H", "H", "H", "H", "H", "H", "H", "H", "H", "H", "O", "C", "C", "C", "C", "N", "C", "C", "C", "C", "C", "C", "O", "C", "C", "N", "H", "H", "H", "H", "H", "H", "H", "H", "H", "H", "H", "H", "F", "As", "F", "F", "F", "F", "F"],
  "coordinates": [[0.098, -0.753, 0.274], [1.134, 2.988, 0.887], [0.694, 2.865, -0.574], [-0.435, 3.881, -0.829], [1.836, 3.157, -1.550], [0.230, 1.528, -0.780], [-1.593, 1.129, -1.321], [-1.007, -0.651, -1.840], [-0.703, -1.098, -3.146], [-1.291, -0.135, -4.200], [-1.373, -2.466, -3.352], [0.822, -1.134, -3.299], [-1.907, 0.417, 0.485], [-3.200, 0.034, 0.975], [-4.290, 0.284, -0.080], [-3.521, 0.850, 2.231], [-3.140, -1.481, 1.246], [1.238, 4.030, 1.172], [2.094, 2.495, 1.023], [0.390, 2.516, 1.533], [-0.094, 4.900, -0.673], [-1.264, 3.683, -0.146], [-0.774, 3.787, -1.865], [2.158, 4.189, -1.448], [1.510, 2.998, -2.576], [2.682, 2.507, -1.344], [-2.376, -0.096, -4.105], [-1.036, -0.451, -5.207], [-0.871, 0.860, -4.028], [-2.428, -2.413, -3.087], [-0.894, -3.214, -2.717], [-1.286, -2.778, -4.386], [1.234, -0.146, -3.058], [1.095, -1.384, -4.321], [1.254, -1.894, -2.639], [-4.250, 1.331, -0.391], [-5.276, 0.082, 0.334], [-4.132, -0.361, -0.945], [-3.905, 1.833, 1.969], [-2.623, 1.000, 2.828], [-4.266, 0.338, 2.835], [-2.892, -2.014, 0.322], [-4.113, -1.843, 1.572], [-2.408, -1.717, 2.029], [3.349, -0.456, 6.926], [2.038, -0.020, 6.834], [1.611, 0.042, 5.394], [0.270, -0.043, 5.030], [-0.050, -0.022, 3.683], [0.848, 0.068, 2.703], [2.153, 0.116, 3.042], [2.555, 0.135, 4.375], [3.114, 0.102, 1.915], [4.491, 0.094, 2.108], [5.355, 0.055, 1.017], [6.842, 0.122, 1.229], [7.112, 0.838, 2.386], [4.799, -0.005, -0.258], [3.416, 0.001, -0.375], [2.589, 0.046, 0.671], [3.606, -0.630, 7.841], [1.930, 0.998, 7.264], [1.345, -0.653, 7.417], [-0.514, -0.135, 5.765], [-1.088, -0.097, 3.374], [3.593, 0.203, 4.657], [4.917, 0.124, 3.099], [7.348, 0.546, 0.348], [7.210, -0.919, 1.318], [8.053, 1.049, 2.470], [5.414, -0.050, -1.144], [2.956, -0.024, -1.361], [-0.777, -2.849, -0.283], [0.625, -3.710, 0.599], [-0.432, -4.757, 1.381], [0.990, -4.673, -0.737], [2.047, -3.926, 1.514], [1.550, -2.253, -0.291], [0.153, -2.312, 1.830]]
}



No. 4
{
  "formula": "C14H21N3O5S",
  "method": "ωB97M-V with the def2-TZVPD basis set",
  "total_charge": 0,
  "smiles": "CCOc1ncc(S(=O)(=O)N2CCN(CC)CC2)cc1C(=O)O",
  "e_lumo_ev": 0.062,
  "e_above_lowest_kcal_mol": 31.8,
  "orbital_gap_ev": 8.54,
  "e_homo_ev": -8.5,
  "symbols": ["C", "C", "O", "C", "N", "C", "C", "S", "O", "O", "N", "C", "C", "N", "C", "C", "C", "C", "C", "C", "C", "O", "O", "H", "H", "H", "H", "H", "H", "H", "H", "H", "H", "H", "H", "H", "H", "H", "H", "H", "H", "H", "H", "H"],
  "coordinates": [[5.553, -0.166, 3.176], [4.271, -0.306, 3.984], [3.411, -1.310, 3.448], [2.717, -1.018, 2.362], [2.814, 0.205, 1.847], [2.096, 0.525, 0.788], [1.228, -0.357, 0.172], [0.242, 0.178, -1.219], [0.905, 1.297, -1.824], [-0.056, -0.969, -2.027], [-1.108, 0.720, -0.386], [-2.227, -0.200, -0.364], [-3.048, -0.105, -1.651], [-3.483, 1.268, -1.834], [-4.489, 1.446, -2.863], [-4.061, 1.129, -4.300], [-2.335, 2.145, -1.958], [-1.523, 2.079, -0.664], [1.120, -1.638, 0.681], [1.870, -2.002, 1.792], [1.723, -3.381, 2.313], [0.815, -4.111, 2.002], [2.690, -3.757, 3.150], [5.324, 0.199, 2.178], [6.217, 0.540, 3.667], [6.051, -1.128, 3.098], [4.486, -0.650, 4.998], [3.737, 0.649, 4.017], [2.224, 1.526, 0.401], [-1.831, -1.207, -0.243], [-2.849, 0.056, 0.499], [-3.929, -0.746, -1.572], [-2.417, -0.462, -2.480], [-5.337, 0.811, -2.592], [-4.819, 2.487, -2.807], [-4.899, 1.295, -4.972], [-3.747, 0.093, -4.390], [-3.240, 1.771, -4.609], [-2.687, 3.165, -2.123], [-1.667, 1.855, -2.787], [-0.623, 2.685, -0.750], [-2.128, 2.422, 0.180], [0.475, -2.366, 0.213], [2.532, -4.666, 3.451]]
}



No. 5
{
  "formula": "C8H10NO3",
  "method": "ωB97M-V with the def2-TZVPD basis set",
  "total_charge": 1,
  "e_lumo_ev": [-6.462, -6.461],
  "e_above_lowest_kcal_mol": 83.2,
  "orbital_gap_ev": [7.52, 7.52],
  "e_homo_ev": [-14.0, -14.0],
  "symbols": ["C", "C", "C", "C", "C", "C", "C", "C", "N", "O", "O", "O", "H", "H", "H", "H", "H", "H", "H", "H", "H", "H"],
  "coordinates": [[-3.067, 0.462, -0.471], [-3.059, -0.227, 0.762], [-1.931, 0.593, -1.220], [-1.904, -0.864, 1.189], [-0.847, -0.136, -0.882], [-0.810, -0.948, 0.299], [2.561, 0.440, -0.120], [2.827, 1.835, -0.686], [0.338, -1.705, 0.367], [1.525, 0.252, 0.531], [0.577, -2.442, 1.404], [3.520, -0.443, -0.146], [-4.020, 0.878, -0.767], [-4.007, -0.113, 1.330], [-1.921, 1.217, -1.994], [-1.848, -1.404, 2.172], [0.074, -0.182, -1.480], [1.905, 2.342, -0.655], [3.635, 2.249, -0.070], [3.224, 1.805, -1.781], [-0.105, -2.284, 2.061], [3.334, -1.324, 0.157]]
}



No. 6
{
  "formula": "C15H35InPSTb",
  "method": "ωB97M-V with the def2-TZVPD basis set",
  "multiplicity": 7,
  "s_squared": 13.03,
  "total_charge": 2,
  "e_lumo_ev": [-9.187, -9.403],
  "orbital_gap_ev": [3.92, 3.70],
  "e_homo_ev": [-13.1, -13.1],
  "symbols": ["C", "C", "C", "C", "C", "C", "C", "C", "C", "C", "C", "C", "C", "C", "C", "In", "P", "S", "H", "H", "H", "H", "H", "H", "H", "H", "H", "H", "H", "H", "H", "H", "H", "H", "H", "H", "H", "H", "H", "H", "H", "H", "H", "H", "H", "H", "H", "H", "H", "H", "H", "H", "H", "Tb"],
  "coordinates": [[-3.330, 3.048, 1.833], [-4.427, 2.008, 1.558], [-5.059, 2.152, 0.171], [-4.052, 1.946, -0.970], [-4.268, 0.682, -1.811], [-3.263, -0.439, -1.539], [-3.714, -1.342, -0.403], [-2.682, -2.376, 0.046], [-1.660, -1.842, 1.057], [-0.405, -1.225, 0.465], [0.498, -2.224, -0.243], [1.846, -1.584, -0.584], [2.989, -2.056, 0.322], [3.902, -0.906, 0.863], [4.324, -0.041, -0.262], [6.166, 1.123, 0.514], [7.813, 1.485, -1.413], [9.533, 2.329, -0.773], [-3.627, 3.749, 2.602], [-2.433, 2.552, 2.193], [-3.079, 3.635, 0.957], [-5.206, 2.144, 2.298], [-4.014, 1.012, 1.653], [-5.875, 1.438, 0.110], [-5.489, 3.148, 0.123], [-4.140, 2.798, -1.635], [-3.039, 1.990, -0.583], [-4.169, 0.961, -2.856], [-5.273, 0.287, -1.708], [-2.274, -0.029, -1.361], [-3.188, -1.051, -2.435], [-3.958, -0.740, 0.470], [-4.632, -1.842, -0.691], [-2.218, -2.859, -0.810], [-3.243, -3.151, 0.560], [-2.152, -1.089, 1.667], [-1.357, -2.654, 1.715], [-0.607, -0.390, -0.198], [0.176, -0.815, 1.295], [0.032, -2.588, -1.149], [0.626, -3.092, 0.402], [2.140, -1.737, -1.619], [1.736, -0.512, -0.455], [3.655, -2.742, -0.188], [2.622, -2.546, 1.215], [3.416, -0.328, 1.640], [4.789, -1.366, 1.301], [3.587, 0.723, -0.481], [4.552, -0.584, -1.177], [5.663, 2.603, 1.273], [7.033, 0.040, 1.633], [7.293, 2.330, -2.410], [8.125, 0.237, -2.036], [10.320, -0.268, -0.144]]
}



Q: Number 6 is which compound?
A: C15H35InPSTb